w | A single C2H5N3O2 molecule. Source: the OMol25 dataset; level of theory: ωB97M-V with the def2-TZVPD basis set.

Computed properties:
- structure (SMILES) = O=CNN/C=N\O
- total charge = 0
- orbital gap (eV) = 10.16
- spin multiplicity = 1

Last column: Mulliken charge in e.
Cartesian coordinates (Å):
O: 1.660 0.204 -1.628  -0.485
O: -1.927 0.565 0.973  -0.419
N: 0.356 -0.953 0.478  -0.489
N: 1.020 0.317 0.678  -0.097
N: -1.815 -0.223 -0.249  -0.369
C: -0.753 -0.954 -0.360  0.204
C: 1.565 0.760 -0.568  0.083
H: 1.935 1.864 -0.420  0.304
H: 0.741 0.526 1.625  0.274
H: -2.954 0.819 1.112  0.339
H: -0.865 -1.497 -1.354  0.295
H: 1.037 -1.427 -0.286  0.362



x | A 3-piece molecular cluster, C2H5N3O2 overall. Source: the OMol25 dataset; level of theory: ωB97M-V with the def2-TZVPD basis set.

Computed properties:
- structure (SMILES) = N=C=N.O=C=O.N
- total charge = 0
- orbital gap (eV) = 9.25
- spin multiplicity = 1

Last column: Mulliken charge in e.
Cartesian coordinates (Å):
O: 1.745 2.595 -1.127  -0.367
O: 2.911 1.040 0.078  -0.337
N: -0.506 -1.213 -0.280  -0.327
N: -0.474 1.214 1.092  -0.783
N: -1.684 -3.241 -1.159  -0.586
C: -0.982 -2.272 -0.586  0.453
C: 2.321 1.797 -0.541  0.716
H: -0.517 1.099 2.077  0.212
H: -0.753 -0.353 0.308  0.385
H: -1.273 1.577 0.604  0.270
H: -1.052 -4.099 -1.293  0.229
H: 0.264 1.857 0.827  0.136



y | A 2-piece molecular cluster, C2H5N3O2 overall. Source: the OMol25 dataset; level of theory: ωB97M-V with the def2-TZVPD basis set.

Computed properties:
- total charge = 0
- orbital gap (eV) = 8.97
- spin multiplicity = 1

Last column: Mulliken charge in e.
Cartesian coordinates (Å):
O: -1.715 0.192 -0.047  -0.234
O: 0.128 1.493 -0.163  -0.192
N: -0.613 -1.877 -0.299  -0.625
N: 1.759 -0.171 -0.408  -0.471
N: -1.229 1.502 0.250  -0.132
C: 0.553 0.210 0.092  0.212
C: -0.643 -0.648 -0.078  0.289
H: 0.558 0.281 1.947  0.105
H: -1.517 -2.318 -0.425  0.271
H: 1.876 -1.174 -0.385  0.233
H: -1.718 2.150 -0.378  0.270
H: 2.562 0.361 -0.107  0.274



Of them, x has the highest stability.



w | A single C2H5N3O2 molecule. Source: the OMol25 dataset; level of theory: ωB97M-V with the def2-TZVPD basis set.

Computed properties:
- structure (SMILES) = O=CNN/C=N\O
- total charge = 0
- orbital gap (eV) = 10.04
- spin multiplicity = 1

Last column: Mulliken charge in e.
Cartesian coordinates (Å):
O: 0.332 -0.556 -2.034  -0.553
O: 0.783 0.924 1.463  -0.388
N: 0.059 -1.280 0.145  -0.123
N: -1.033 -0.452 0.413  -0.363
N: -0.077 1.749 0.707  -0.427
C: 0.674 -1.225 -1.054  0.024
C: -0.904 0.922 0.125  0.166
H: 1.330 1.636 1.910  0.371
H: -1.849 -0.852 -0.061  0.293
H: 1.603 -1.770 -1.088  0.403
H: -1.725 1.345 -0.483  0.314
H: 0.468 -1.603 1.017  0.282



x | A single C2H5N3O2 molecule. Source: the OMol25 dataset; level of theory: ωB97M-V with the def2-TZVPD basis set.

Computed properties:
- structure (SMILES) = N[C@H]1CN=[N+]([O-])O1
- total charge = 0
- orbital gap (eV) = 10.83
- spin multiplicity = 1

Last column: Mulliken charge in e.
Cartesian coordinates (Å):
O: 0.723 0.977 0.357  -0.450
O: 2.972 0.535 -0.232  -0.597
N: -1.461 0.860 -0.507  -0.464
N: 1.918 0.039 -0.024  1.113
N: 1.576 -1.159 -0.066  -0.574
C: 0.027 -1.152 0.054  -0.386
C: -0.558 0.324 0.376  0.145
H: -0.458 -1.706 0.989  0.210
H: -0.432 -1.594 -0.809  0.340
H: -1.250 0.938 -1.394  0.142
H: -2.114 1.602 -0.135  0.224
H: -0.944 0.336 1.392  0.296



Of them, w has the highest stability.



w | A single C2H6N2S molecule. Source: the OMol25 dataset; level of theory: ωB97M-V with the def2-TZVPD basis set.

Computed properties:
- structure (SMILES) = CNNC=S
- total charge = 0
- orbital gap (eV) = 9.26
- spin multiplicity = 1

Last column: Mulliken charge in e.
Cartesian coordinates (Å):
S: -2.177 -0.595 0.186  -0.329
N: 0.775 0.126 0.676  -0.505
N: -0.075 1.035 0.028  0.031
C: 0.990 -0.998 -0.247  -0.626
C: -1.345 0.839 -0.111  -0.165
H: 0.112 -1.620 -0.344  0.268
H: 1.879 -1.593 0.160  0.245
H: 1.192 -0.589 -1.229  0.293
H: 0.320 1.920 -0.073  0.192
H: 0.233 -0.178 1.481  0.270
H: -1.905 1.652 -0.527  0.326



x | A single C2H6N2S molecule. Source: the OMol25 dataset; level of theory: ωB97M-V with the def2-TZVPD basis set.

Computed properties:
- structure (SMILES) = [H]/N=C\N(C)S
- total charge = 0
- orbital gap (eV) = 9.73
- spin multiplicity = 1

Last column: Mulliken charge in e.
Cartesian coordinates (Å):
S: -0.599 -1.742 -0.221  -0.224
N: 2.227 -0.666 -0.031  -0.582
N: -0.118 -0.127 -0.212  -0.088
C: -1.109 0.948 -0.059  -0.734
C: 1.264 0.109 -0.216  0.152
H: -2.134 0.592 -0.361  0.224
H: 1.520 1.165 -0.410  0.254
H: -0.976 -1.794 1.038  0.145
H: -0.722 1.773 -0.644  0.307
H: -1.113 1.335 0.936  0.342
H: 1.761 -1.593 0.180  0.206



Of them, x has the highest stability.



w | A 2-piece molecular cluster, C3H9N2O2 overall. Source: the OMol25 dataset; level of theory: ωB97M-V with the def2-TZVPD basis set.

Computed properties:
- total charge = +1
- orbital gap (eV) = 11.73
- spin multiplicity = 1

Last column: Mulliken charge in e.
Cartesian coordinates (Å):
O: -0.033 -2.359 -0.312  -0.399
O: -1.260 -0.883 -1.420  -0.435
N: 0.669 0.934 0.830  -0.138
N: 0.919 1.816 -1.293  -0.352
C: -0.155 0.464 1.940  -0.806
C: -1.006 -2.025 -1.173  0.163
C: 0.196 1.316 -0.315  0.203
H: 1.925 1.895 -1.276  0.217
H: 0.025 -3.323 -0.252  0.352
H: -0.322 1.261 2.660  0.333
H: 1.673 0.938 0.949  0.241
H: 0.484 1.944 -2.193  0.262
H: -0.859 1.179 -0.513  0.426
H: -1.081 0.069 1.543  0.300
H: 0.361 -0.348 2.441  0.303
H: -1.537 -2.877 -1.616  0.331



x | A 3-piece molecular cluster, C3H9N2O2 overall. Source: the OMol25 dataset; level of theory: ωB97M-V with the def2-TZVPD basis set.

Computed properties:
- total charge = +1
- orbital gap (eV) = 11.28
- spin multiplicity = 1

Last column: Mulliken charge in e.
Cartesian coordinates (Å):
O: 1.492 0.824 2.765  -0.617
O: 1.873 -0.649 -2.011  -0.640
N: -0.505 -1.134 -0.361  0.007
N: -2.077 0.243 -0.683  -0.031
C: -0.207 -0.050 0.405  -0.448
C: -1.615 -0.935 -1.058  -0.200
C: -1.204 0.834 0.197  -0.308
H: 0.163 -1.855 -0.566  0.291
H: 1.437 0.555 3.686  0.292
H: 1.842 0.005 -2.726  0.322
H: -1.456 1.744 0.694  0.412
H: 2.107 1.559 2.692  0.305
H: 0.620 0.120 1.077  0.681
H: -2.147 -1.733 -1.553  0.378
H: 2.545 -0.232 -1.447  0.329
H: -2.868 0.703 -1.111  0.228



y | C3H9N2O2 as an isolated structure. Source: the OMol25 dataset; level of theory: ωB97M-V with the def2-TZVPD basis set.

Computed properties:
- total charge = +1
- orbital gap (eV) = 10.02
- spin multiplicity = 1

Last column: Mulliken charge in e.
Cartesian coordinates (Å):
O: 1.653 -1.713 0.380  -0.135
O: 1.092 -2.827 -0.229  -0.390
N: -1.281 1.424 -0.530  -0.462
N: -0.708 -0.966 -0.017  -0.406
C: -0.042 1.635 0.337  -0.695
C: 0.685 -0.719 0.252  0.360
C: 1.049 0.619 0.331  -0.558
H: -1.229 -1.049 0.863  0.327
H: -1.256 0.162 -0.470  0.475
H: -2.050 1.954 -0.325  0.233
H: -0.893 1.637 -1.483  0.356
H: -0.420 1.646 1.352  0.302
H: 0.285 2.638 -0.010  0.420
H: 1.756 -3.473 -0.422  0.342
H: 2.008 0.842 0.618  0.485
H: -0.651 -1.809 -0.648  0.347



z | An isolated ion of composition C3H9N2O2 and charge +1. Source: the OMol25 dataset; level of theory: ωB97M-V with the def2-TZVPD basis set.

Computed properties:
- structure (SMILES) = C/C(N)=[NH+]/C(O)O
- total charge = +1
- orbital gap (eV) = 11.36
- spin multiplicity = 1

Last column: Mulliken charge in e.
Cartesian coordinates (Å):
O: -1.914 -0.999 -0.621  -0.560
O: -2.719 0.899 0.284  -0.556
N: 0.817 -1.446 -0.149  -0.315
N: -0.480 0.467 0.304  -0.097
C: -1.752 -0.078 0.435  0.174
C: 1.864 0.790 -0.140  -1.294
C: 0.704 -0.106 -0.033  0.778
H: 1.633 1.779 -0.527  0.384
H: 2.138 1.135 0.879  0.346
H: -2.893 1.258 1.223  0.382
H: -1.897 -0.770 1.317  0.290
H: -2.800 -1.116 -0.904  0.288
H: -0.416 1.471 0.042  0.300
H: 1.811 -1.762 -0.296  0.268
H: 2.653 0.266 -0.595  0.384
H: 0.140 -2.088 -0.405  0.228



Of them, w has the highest stability.



w | A 2-piece molecular cluster, C3H9N2O2 overall. Source: the OMol25 dataset; level of theory: ωB97M-V with the def2-TZVPD basis set.

Computed properties:
- total charge = +1
- orbital gap (eV) = 8.33
- spin multiplicity = 1

Last column: Mulliken charge in e.
Cartesian coordinates (Å):
O: -0.572 -0.612 -0.446  -0.537
O: -4.669 0.025 1.087  -0.042
N: 0.093 0.470 0.013  -0.096
N: -3.255 -0.298 -0.728  -0.213
C: -3.973 -0.163 0.254  0.594
C: 1.291 0.731 -0.800  -0.919
C: 0.446 0.236 1.392  -0.786
H: -0.325 0.543 2.116  0.271
H: -2.260 -0.538 -0.532  0.318
H: 0.148 -1.256 -0.621  0.353
H: 0.577 -0.772 1.727  0.351
H: 2.006 -0.176 -0.799  0.391
H: 1.313 0.872 1.641  0.296
H: 0.991 0.978 -1.773  0.315
H: -3.234 0.315 -1.507  0.352
H: 1.740 1.587 -0.351  0.354



x | A 2-piece molecular cluster, C3H9N2O2 overall. Source: the OMol25 dataset; level of theory: ωB97M-V with the def2-TZVPD basis set.

Computed properties:
- total charge = +1
- orbital gap (spin up / spin down) (eV) = 8.40 / 8.40
- spin multiplicity = 1

Last column: Mulliken charge in e.
Cartesian coordinates (Å):
O: 1.193 0.360 -1.264  -0.301
O: 0.139 -0.317 -3.602  -0.569
N: -0.535 0.205 -2.696  0.380
N: -0.097 0.532 -1.550  -0.060
C: 0.964 -0.680 1.815  -1.028
C: -1.233 0.279 0.818  -0.276
C: -0.106 0.365 1.652  0.177
H: -1.698 -0.711 0.620  0.375
H: 0.003 1.258 2.284  0.327
H: -1.800 1.234 1.063  0.298
H: -0.703 0.401 -0.171  -0.020
H: 0.914 -1.512 1.059  0.264
H: 1.002 -1.042 2.799  0.447
H: 1.496 -0.314 -1.931  0.372
H: -1.551 0.086 -2.726  0.292
H: 2.012 -0.144 1.830  0.322



y | A 2-piece molecular cluster, C3H9N2O2 overall. Source: the OMol25 dataset; level of theory: ωB97M-V with the def2-TZVPD basis set.

Computed properties:
- total charge = +1
- orbital gap (eV) = 8.99
- spin multiplicity = 1

Last column: Mulliken charge in e.
Cartesian coordinates (Å):
O: 2.790 -1.251 -0.054  -0.722
O: -2.959 -1.510 0.269  -0.441
N: -2.515 0.791 0.144  -0.521
N: 0.246 0.085 -0.169  0.007
C: -2.163 -0.410 0.163  0.366
C: -0.735 -0.740 0.000  -0.014
C: 0.055 1.469 -0.502  -0.835
H: 0.867 1.936 -0.097  0.382
H: -3.313 1.317 0.601  0.279
H: 3.460 -0.838 0.540  0.346
H: -0.305 -1.692 0.304  0.433
H: -0.141 1.424 -1.536  0.371
H: -0.898 1.739 0.074  0.309
H: 1.272 -0.264 -0.333  0.322
H: -3.842 -1.399 0.620  0.371
H: 3.093 -1.435 -0.964  0.345



Of them, y has the highest stability.



w | C2H8N2O as an isolated structure. Source: the OMol25 dataset; level of theory: ωB97M-V with the def2-TZVPD basis set.

Computed properties:
- total charge = 0
- orbital gap (eV) = 8.17
- spin multiplicity = 1

Last column: Mulliken charge in e.
Cartesian coordinates (Å):
O: -2.115 0.481 -0.646  -0.501
N: 1.243 1.440 0.089  -0.751
N: 0.628 -1.682 0.248  -0.350
C: -1.072 0.055 0.194  -0.418
C: -0.130 -0.789 -0.414  0.007
H: -1.458 -0.275 1.160  0.261
H: -2.403 1.348 -0.332  0.342
H: 1.508 1.692 -0.866  0.148
H: 1.981 1.293 0.780  0.124
H: -0.018 1.142 0.304  0.411
H: 0.420 -1.857 1.222  0.213
H: 0.071 -0.673 -1.471  0.290
H: 1.344 -2.175 -0.268  0.223



x | A 2-piece molecular cluster, C2H8N2O overall. Source: the OMol25 dataset; level of theory: ωB97M-V with the def2-TZVPD basis set.

Computed properties:
- structure (SMILES) = N/C=C/N.O
- total charge = 0
- orbital gap (eV) = 8.21
- spin multiplicity = 1

Last column: Mulliken charge in e.
Cartesian coordinates (Å):
O: 0.111 -1.105 2.042  -0.656
N: -0.483 -1.167 -1.542  -0.511
N: 0.383 1.623 0.779  -0.386
C: 0.459 0.812 -0.378  -0.499
C: -0.571 -0.039 -0.635  -0.277
H: -0.122 -1.808 1.544  0.300
H: 1.032 2.439 0.707  0.213
H: 1.029 -0.864 1.502  0.348
H: 1.351 1.026 -0.909  0.330
H: -0.506 1.808 1.152  0.174
H: -1.270 -0.143 0.048  0.507
H: -0.020 -0.966 -2.458  0.234
H: -1.394 -1.616 -1.853  0.223



Of them, x has the highest stability.